Computed, not measured: a molecular structure, C22H27AsN5O7P2SW, with the ωB97M-V functional and the def2-TZVPD basis.

```
! wB97M-V def2-TZVPD RIJCOSX def2/J DEFGRID3
* xyz 1 3
W -1.436 0.382 1.127
S -3.136 -0.731 -0.328
C -2.996 -0.163 -2.006
C -4.115 -0.055 -2.823
C -3.959 0.356 -4.140
C -2.706 0.656 -4.657
C -1.581 0.535 -3.852
C -1.741 0.126 -2.537
As -0.368 -0.178 -1.248
C 1.146 0.823 -1.948
C 2.319 0.202 -2.361
C 3.360 0.954 -2.894
C 3.230 2.328 -3.030
C 2.048 2.950 -2.644
C 1.014 2.201 -2.106
C 0.111 -2.039 -1.455
C -0.683 -2.863 -2.242
C -0.371 -4.209 -2.371
C 0.734 -4.735 -1.720
C 1.532 -3.912 -0.936
C 1.218 -2.569 -0.798
H -5.098 -0.284 -2.433
H -4.834 0.449 -4.770
H -2.606 0.980 -5.684
H -0.597 0.757 -4.246
H 2.429 -0.873 -2.290
H 4.265 0.457 -3.218
H 4.036 2.911 -3.454
H 1.925 4.017 -2.780
H 0.086 2.694 -1.840
H -1.550 -2.465 -2.756
H -0.996 -4.846 -2.983
H 0.977 -5.784 -1.825
H 2.401 -4.317 -0.432
H 1.849 -1.936 -0.186
O -3.208 1.728 1.425
P -3.764 0.804 2.743
O -5.203 0.700 2.829
O -2.849 -0.406 2.432
O -3.091 1.626 3.920
P -1.528 2.090 3.963
O -1.510 3.401 3.019
O -1.057 2.339 5.316
O -0.833 1.036 3.096
H -3.850 1.674 0.701
H -1.738 4.195 3.522
C 3.010 -0.587 3.709
N 1.780 -1.181 3.192
C 1.167 -2.303 3.905
C 1.117 -0.665 2.155
N -0.034 -1.090 1.715
N 1.776 0.378 1.468
C 1.303 1.661 1.225
N 2.212 2.641 1.383
N 0.076 1.874 0.883
H 3.237 -1.051 4.663
H 2.880 0.482 3.884
H 3.862 -0.767 3.048
H 1.741 -2.504 4.803
H 1.156 -3.201 3.286
H 0.151 -2.045 4.209
H -0.457 -1.825 2.269
H 2.777 0.340 1.572
H 3.173 2.442 1.596
H 2.019 3.553 1.002
H -0.219 2.843 0.935
*
```

Properties
Strongest force on any atom (eV Å⁻¹): 0.75
HOMO energy (alpha / beta) (eV): -10.446 / -10.882
LUMO (alpha / beta) (eV): -2.683 / -3.622

***

Computed, not measured: 6 unconnected molecules or ions with the total composition C22H27BClN9O3, with the ωB97M-V functional and the def2-TZVPD basis.

```
! wB97M-V def2-TZVPD RIJCOSX def2/J DEFGRID3
* xyz 0 1
O 2.967 3.142 0.030
B 2.393 3.820 -0.995
O 2.851 5.034 -1.387
O 1.348 3.168 -1.717
C 0.110 3.374 -1.300
N -0.828 2.569 -1.800
N -2.049 2.782 -1.402
C -2.249 3.769 -0.534
Cl -3.863 4.010 -0.023
N -1.323 4.548 -0.008
N -0.092 4.340 -0.414
H 3.021 3.622 0.862
H 2.359 5.392 -2.133
N 2.267 6.692 1.211
C 3.289 7.146 2.000
C 2.746 7.939 2.975
C 1.340 7.963 2.766
C 1.076 7.183 1.672
H 2.372 6.087 0.416
H 4.311 6.870 1.800
H 3.294 8.447 3.751
H 0.608 8.493 3.352
H 0.148 6.934 1.186
N 1.273 -0.233 -2.567
C 0.944 -1.076 -1.544
C 0.812 -2.336 -2.067
C 1.080 -2.248 -3.460
C 1.358 -0.936 -3.736
H 1.416 0.756 -2.473
H 0.833 -0.712 -0.537
H 0.561 -3.223 -1.509
H 1.066 -3.053 -4.175
H 1.606 -0.446 -4.662
N -1.343 -4.802 0.276
C -1.686 -5.652 1.294
C -1.785 -6.913 0.769
C -1.485 -6.821 -0.619
C -1.212 -5.507 -0.888
H -1.207 -3.812 0.368
H -1.831 -5.290 2.297
H -2.043 -7.803 1.318
H -1.471 -7.626 -1.334
H -0.946 -5.015 -1.808
N -4.497 0.497 -0.865
C -5.767 0.321 -1.339
C -5.889 -0.983 -1.740
C -4.640 -1.618 -1.498
C -3.804 -0.678 -0.959
H -4.127 1.359 -0.507
H -6.473 1.134 -1.351
H -6.772 -1.431 -2.161
H -4.386 -2.645 -1.701
H -2.777 -0.744 -0.641
N 2.800 -5.152 1.774
C 3.836 -4.824 2.605
C 3.312 -4.163 3.684
C 1.905 -4.091 3.493
C 1.621 -4.712 2.305
H 2.889 -5.642 0.903
H 4.850 -5.088 2.361
H 3.874 -3.775 4.517
H 1.185 -3.638 4.154
H 0.688 -4.877 1.793
*
```

Properties
SMILES string: OB(O)Oc1nnc(Cl)nn1.c1cc[nH]c1.c1cc[nH]c1.c1cc[nH]c1.c1cc[nH]c1.c1cc[nH]c1
Strongest force on any atom (eV Å⁻¹): 0.68
HOMO energy (eV): -8.142
LUMO (eV): -2.061

***

Computed, not measured: a molecular structure, C22H27BiN4O5, with the ωB97M-V functional and the def2-TZVPD basis.

```
! wB97M-V def2-TZVPD RIJCOSX def2/J DEFGRID3
* xyz 0 1
Bi -0.127 -0.311 -0.055
O 1.022 -6.457 -0.901
C 0.611 -5.189 -0.794
C 0.579 -4.296 -1.870
C 0.202 -2.989 -1.636
N -0.152 -2.567 -0.430
C -0.121 -3.389 0.615
C 0.236 -4.713 0.468
C -0.320 -2.782 2.019
O -0.343 -3.546 2.964
O -0.395 -1.519 2.044
C 0.316 -1.919 -2.718
O 0.402 -2.258 -3.878
O 0.364 -0.723 -2.265
H 1.306 -6.669 -1.801
H 0.865 -4.576 -2.873
H 0.254 -5.354 1.333
C -2.858 0.136 2.027
N -2.841 -0.715 0.852
C -3.250 -2.068 1.174
C -3.692 -0.172 -0.193
C -3.048 0.979 -0.915
C -3.817 2.003 -1.461
C -3.218 3.015 -2.189
C -1.845 3.012 -2.377
C -1.077 2.013 -1.803
C -1.677 1.002 -1.072
H -3.852 0.176 2.494
H -2.570 1.147 1.743
H -2.140 -0.244 2.749
H -4.325 -2.134 1.399
H -2.702 -2.424 2.041
H -3.034 -2.722 0.329
H -4.671 0.139 0.213
H -3.877 -0.965 -0.929
H -4.888 2.010 -1.314
H -3.818 3.812 -2.600
H -1.378 3.787 -2.966
H -0.006 2.011 -1.927
C 1.688 2.120 1.604
C 2.955 2.754 2.225
N 4.016 2.816 1.229
C 3.554 3.596 0.091
C 2.326 2.904 -0.551
N 1.972 1.722 0.228
C 3.092 0.784 0.207
C 4.351 1.472 0.780
H 0.855 2.827 1.576
H 1.368 1.235 2.159
H 3.320 2.166 3.068
H 2.763 3.774 2.567
H 4.383 3.680 -0.615
H 3.309 4.597 0.450
H 2.535 2.580 -1.573
H 1.462 3.573 -0.571
H 3.233 0.468 -0.828
H 2.814 -0.090 0.799
H 5.135 1.559 0.026
H 4.752 0.923 1.632
*
```

Properties
Strongest force on any atom (eV Å⁻¹): 0.84
HOMO energy (eV): -8.239
LUMO (eV): 0.095

***

Computed, not measured: a molecular structure, C22H27BrCl2N7O3STb, with the ωB97M-V functional and the def2-TZVPD basis.

```
! wB97M-V def2-TZVPD RIJCOSX def2/J DEFGRID3
* xyz 2 7
Tb 0.057 -0.131 0.079
Br -0.261 1.659 7.406
C -0.286 1.763 5.522
C -0.258 0.595 4.772
C -0.251 0.682 3.393
C -0.300 1.919 2.747
C -0.320 3.081 3.515
C -0.314 3.002 4.896
N -0.317 1.894 1.334
C -0.931 2.806 0.673
C -0.965 2.798 -0.797
C -1.421 3.920 -1.471
C -1.449 3.915 -2.858
C -1.031 2.776 -3.526
C -0.598 1.691 -2.782
N -0.559 1.688 -1.449
H -0.250 -0.364 5.272
H -0.240 -0.230 2.794
H -0.321 4.054 3.040
H -0.332 3.903 5.494
H -1.360 3.683 1.145
H -1.752 4.782 -0.908
H -1.793 4.784 -3.402
H -1.044 2.723 -4.605
H -0.261 0.787 -3.278
N 2.441 -0.520 1.663
N 2.926 0.753 2.027
C 3.030 1.695 1.067
N 3.637 2.830 1.389
S 2.429 1.431 -0.488
H 2.360 -1.062 2.516
H 3.134 -0.982 1.077
H 3.546 0.797 2.824
H 4.091 2.976 2.277
H 3.748 3.531 0.676
C -4.756 1.347 -2.207
C -5.453 1.339 -0.847
C -4.803 0.376 0.176
C -5.604 0.402 1.499
C -4.973 -0.447 2.603
C -4.875 -1.014 -0.412
O -5.888 -1.620 -0.604
N -3.644 -1.578 -0.792
C -2.446 -1.082 -0.430
O -1.382 -1.672 -0.779
N -2.305 0.037 0.294
C -3.399 0.873 0.466
O -3.262 2.005 0.893
H -5.189 2.118 -2.844
H -4.871 0.392 -2.723
H -3.686 1.560 -2.103
H -6.495 1.042 -0.964
H -5.430 2.337 -0.410
H -6.607 0.038 1.280
H -5.677 1.441 1.818
H -4.958 -1.504 2.327
H -5.550 -0.351 3.521
H -3.950 -0.125 2.818
H -3.672 -2.457 -1.292
Cl 0.683 -2.899 0.860
C 1.129 -3.314 -0.809
Cl 1.478 -1.802 -1.678
H 0.293 -3.810 -1.286
H 2.024 -3.925 -0.792
*
```

Properties
Strongest force on any atom (eV Å⁻¹): 0.89
HOMO energy (alpha / beta) (eV): -13.719 / -13.721
LUMO (alpha / beta) (eV): -6.227 / -6.223

***

Computed, not measured: a molecular structure, C22H27BrMgO, with the ωB97M-V functional and the def2-TZVPD basis.

```
! wB97M-V def2-TZVPD RIJCOSX def2/J DEFGRID3
* xyz -2 1
C -1.175 -0.759 -1.820
C -1.224 -1.747 -0.827
C -1.937 -1.212 0.274
H -0.764 -2.717 -0.866
C -2.341 0.094 -0.056
C -1.844 0.395 -1.332
H -1.964 1.331 -1.848
H -0.700 -0.853 -2.780
H -2.097 -1.700 1.218
H -2.876 0.766 0.586
Mg 0.000 0.000 0.000
Br 0.807 -1.844 1.580
C 1.968 1.144 0.353
C 1.147 1.911 -0.509
C 0.985 1.186 -1.698
H 0.694 2.855 -0.269
C 1.691 -0.040 -1.569
C 2.322 -0.040 -0.317
H 2.916 -0.837 0.088
H 2.230 1.396 1.363
H 0.415 1.498 -2.554
H 1.746 -0.827 -2.301
C 0.182 3.998 3.966
C -0.981 3.146 3.405
C -0.827 3.072 1.907
C -1.056 1.787 4.110
C -1.304 1.913 5.493
C -1.375 0.828 6.328
C -1.245 -0.435 5.816
C -1.044 -0.672 4.440
C -1.018 -2.165 4.094
C 0.259 -2.837 4.647
C -2.257 -2.938 4.586
C -0.900 0.466 3.520
O -0.571 0.340 2.160
H 1.156 3.493 3.789
H 0.085 4.184 5.055
H 0.201 4.995 3.476
H -1.938 3.680 3.598
H 0.140 2.589 1.732
H -1.661 2.507 1.451
H -0.817 4.090 1.462
H -1.438 2.883 5.954
H -1.546 0.965 7.389
H -1.322 -1.246 6.528
H -1.096 -2.289 3.026
H 0.286 -2.811 5.756
H 0.310 -3.899 4.323
H 1.172 -2.321 4.285
H -3.184 -2.473 4.191
H -2.209 -3.988 4.223
H -2.318 -2.986 5.692
*
```

Properties
Strongest force on any atom (eV Å⁻¹): 5.61
HOMO energy (eV): -0.366
LUMO (eV): 5.035

***

Computed, not measured: a molecular structure, C22H27CoN7, with the ωB97M-V functional and the def2-TZVPD basis.

```
! wB97M-V def2-TZVPD RIJCOSX def2/J DEFGRID3
* xyz 2 4
Co -0.524 -0.798 -0.130
C -0.533 -3.055 -1.400
C 0.256 -2.074 -2.315
N -0.334 -0.696 -2.206
C 0.419 0.585 -2.554
C 0.296 1.593 -1.356
C 0.262 3.090 -1.120
C 0.080 3.545 0.144
C -0.176 2.794 1.450
C -1.050 1.789 1.635
C -1.071 0.641 2.642
N -0.586 -0.655 1.985
C -1.342 -1.923 2.274
C -1.489 -2.899 1.045
N -0.400 -2.670 0.050
N -0.556 0.976 -0.402
H -0.181 -4.071 -1.581
H -1.592 -3.025 -1.659
H 0.225 -2.460 -3.335
H 1.300 -2.024 -2.011
H -1.210 -0.689 -2.715
H -0.011 1.025 -3.451
H 1.466 0.366 -2.757
H 0.450 3.778 -1.934
H 0.175 4.620 0.269
H 0.466 3.103 2.271
H -2.085 0.472 2.999
H -0.448 0.870 3.504
H 0.374 -0.790 2.279
H -2.347 -1.659 2.593
H -0.874 -2.448 3.106
H -2.427 -2.700 0.530
H -1.517 -3.929 1.400
H 0.466 -3.051 0.414
C 5.527 -0.479 0.111
C 4.952 0.796 0.080
C 3.587 0.942 0.023
C 2.757 -0.213 -0.010
C 3.355 -1.499 0.030
C 4.720 -1.622 0.089
N 1.416 -0.165 -0.099
N 0.897 1.121 -0.095
C -1.784 1.451 0.352
C -2.607 2.605 -0.152
C -3.960 2.499 -0.266
C -4.611 1.284 -0.032
C -3.803 0.147 0.218
N -2.515 0.179 0.346
H 6.602 -0.584 0.160
H 5.585 1.673 0.109
H 3.136 1.925 0.020
H 2.727 -2.381 0.010
H 5.174 -2.603 0.118
H -2.153 3.570 -0.280
H -4.535 3.377 -0.529
H -5.684 1.185 -0.119
H -4.263 -0.839 0.247
*
```

Properties
Strongest force on any atom (eV Å⁻¹): 0.55
HOMO energy (alpha / beta) (eV): -13.864 / -14.841
LUMO (alpha / beta) (eV): -5.272 / -7.560